Formula: C52H57AsBNO3PPdTe
Source: the OMol25 dataset
Level of theory: wB97M-V/def2-TZVPD

Structure (XYZ):
```
118
Properties=species:S:1:pos:R:3:forces:R:3
Pd -0.120534 0.445529 -0.690305 0.19 0.15 -0.17
C 2.275623 4.225395 6.131763 0.01 -0.01 0.01
C 1.577443 2.946761 6.596310 0.02 -0.02 -0.02
C 2.605017 2.083525 7.341475 0.00 0.01 0.01
C 0.447807 3.336534 7.558153 -0.02 0.00 -0.01
C 1.001047 2.148992 5.424138 0.00 0.00 0.02
C 0.335334 0.944200 5.679363 0.00 -0.03 0.01
C -0.205410 0.147057 4.674122 0.02 0.06 0.00
C -0.058199 0.602855 3.385054 -0.01 0.01 0.07
O -0.437585 0.002704 2.200766 0.00 0.07 -0.07
B 0.000957 0.878399 1.200347 -0.04 -0.03 0.19
O 0.619796 1.995377 1.753084 -0.03 0.00 -0.05
C 0.584955 1.793669 3.117456 -0.01 0.01 -0.03
C 1.125152 2.586964 4.103333 -0.04 -0.04 0.01
H 2.669086 4.758387 6.998480 0.00 0.00 0.00
H 1.588316 4.897086 5.614689 -0.01 0.00 0.00
H 3.115159 4.009128 5.467302 0.00 0.00 0.00
H 3.029060 2.641566 8.178683 0.00 0.00 0.00
H 3.421221 1.795512 6.676481 0.01 0.00 -0.02
H 2.157413 1.172616 7.739663 -0.01 0.00 0.00
H 0.849494 3.908589 8.396670 0.00 0.00 0.00
H -0.058214 2.459503 7.962817 0.00 0.00 0.00
H -0.296908 3.951112 7.049846 -0.01 0.00 0.00
H 0.230874 0.608627 6.702896 0.00 0.00 0.01
H -0.712275 -0.781895 4.896105 -0.01 -0.01 0.00
H 1.628755 3.504925 3.840376 0.01 0.01 0.00
C 4.192819 0.427518 3.837021 -0.05 -0.02 -0.03
C 3.210926 -0.524825 3.604714 0.03 0.00 -0.01
C 2.653551 -0.649196 2.340272 -0.03 -0.10 0.02
C 3.081045 0.171402 1.298540 -0.10 -0.09 0.02
C 4.052999 1.133508 1.539217 0.07 0.02 -0.01
C 4.607455 1.256794 2.805725 0.03 0.01 0.00
As 2.220155 0.033026 -0.431245 0.05 0.25 -0.15
C 3.078083 1.399310 -1.498324 0.03 0.06 0.03
C 2.350490 2.539946 -1.824299 0.03 -0.03 0.05
C 2.940138 3.544575 -2.581604 -0.05 0.01 0.02
C 4.251386 3.411200 -3.009468 0.05 -0.04 0.00
C 4.982574 2.274806 -2.679202 -0.01 0.05 -0.03
C 4.399279 1.270226 -1.923853 -0.05 -0.03 0.00
C 2.994680 -1.574363 -1.206533 -0.09 -0.10 0.09
C 2.977978 -1.724415 -2.591729 0.03 -0.02 0.01
C 3.337717 -2.932482 -3.170710 0.00 0.03 0.01
C 3.707702 -4.005451 -2.368780 0.00 0.00 0.00
C 3.743022 -3.856582 -0.988467 -0.01 0.00 -0.02
C 3.390175 -2.643111 -0.407900 0.04 0.01 -0.01
H 4.624385 0.531248 4.823307 0.01 0.00 0.02
H 2.860830 -1.156883 4.410091 0.01 0.00 0.01
H 1.860329 -1.376528 2.187212 0.09 0.10 -0.01
H 4.378811 1.796265 0.748797 -0.01 0.01 -0.01
H 5.364807 2.009086 2.984905 -0.01 0.00 0.00
H 1.326642 2.637888 -1.480244 -0.02 0.03 -0.03
H 2.372879 4.431423 -2.833634 0.00 -0.01 0.01
H 4.709105 4.194626 -3.599151 0.01 0.00 0.00
H 6.008006 2.173644 -3.009009 0.01 0.00 0.00
H 4.973263 0.387109 -1.668791 0.00 -0.01 0.00
H 2.687579 -0.894428 -3.225428 0.00 0.02 -0.01
H 3.332084 -3.035524 -4.248075 0.00 0.00 -0.01
H 3.990018 -4.947809 -2.819871 0.00 0.00 0.00
H 4.061117 -4.680712 -0.362302 0.00 0.00 0.00
H 3.438155 -2.533076 0.668957 -0.01 0.02 0.00
C -2.855765 2.268521 0.847561 0.03 0.05 -0.08
C -2.546089 2.384444 -0.644976 0.07 0.19 -0.15
C -1.704763 3.640142 -0.889117 0.06 -0.04 0.02
C -3.853931 2.486624 -1.434967 0.02 0.18 -0.05
O -1.867596 1.263975 -1.149499 -0.12 -0.41 0.30
H -3.475943 3.102780 1.182879 -0.01 0.00 -0.01
H -1.932190 2.302066 1.430101 -0.04 -0.02 0.03
H -3.383250 1.340482 1.059296 0.01 -0.08 0.03
H -2.226365 4.553562 -0.596271 -0.02 0.00 0.02
H -1.450420 3.707732 -1.949672 -0.01 -0.01 -0.01
H -0.777281 3.573897 -0.312316 0.01 0.01 0.00
H -4.413028 3.379392 -1.145414 -0.02 -0.01 -0.02
H -4.485124 1.615885 -1.264046 0.00 -0.09 0.02
H -3.632120 2.551958 -2.503687 0.00 -0.01 0.05
N -1.490559 -2.220283 -1.213924 -0.42 0.16 0.06
P -2.444292 -1.803169 -2.417213 0.09 0.04 -0.05
C -1.734000 -0.497807 -3.443846 0.09 -0.02 -0.05
C -0.358936 -0.276241 -3.380467 -0.02 -0.08 0.01
C 0.230394 0.744570 -4.109805 -0.03 0.06 -0.06
C -0.557725 1.553777 -4.916086 0.04 -0.01 0.02
C -1.924532 1.330657 -4.994127 0.01 0.01 0.02
C -2.511442 0.307516 -4.264655 0.00 -0.01 0.04
C -2.787280 -3.184956 -3.531358 0.01 0.06 -0.02
C -3.712402 -4.158919 -3.154406 -0.02 0.01 0.03
C -3.869963 -5.300708 -3.921992 0.01 -0.01 -0.02
C -3.100187 -5.481864 -5.065485 0.01 0.02 0.01
C -2.181820 -4.514439 -5.448585 -0.02 -0.01 0.01
C -2.027826 -3.364215 -4.686026 0.01 -0.01 0.01
C -4.007811 -1.292756 -1.716730 -0.07 -0.02 0.00
C -5.148732 -1.191447 -2.513007 0.06 -0.01 0.05
C -6.352435 -0.810441 -1.944516 -0.03 0.00 -0.02
C -6.423842 -0.554348 -0.581688 -0.03 0.01 0.01
C -5.293651 -0.670306 0.213343 0.06 -0.01 -0.02
C -4.079706 -1.032686 -0.351821 -0.07 0.04 -0.04
H 0.269841 -0.906289 -2.753652 -0.02 0.00 -0.06
H 1.296633 0.918707 -4.037422 0.01 0.01 -0.01
H -0.107876 2.360543 -5.479433 0.01 0.00 0.00
H -2.540128 1.966367 -5.616471 -0.01 0.00 0.00
H -3.581677 0.169097 -4.313519 -0.07 -0.01 0.00
H -4.311746 -4.018195 -2.262365 0.00 0.00 0.00
H -4.594704 -6.049950 -3.632985 -0.01 0.00 0.01
H -3.225734 -6.374272 -5.663963 0.00 0.00 -0.01
H -1.594817 -4.647653 -6.347393 0.00 0.00 -0.01
H -1.324720 -2.600804 -4.996532 0.02 0.01 -0.01
H -5.107051 -1.431800 -3.568112 0.00 0.00 -0.04
H -7.236947 -0.727632 -2.561653 0.00 0.00 0.00
H -7.367471 -0.264509 -0.138195 0.00 0.00 0.00
H -5.353644 -0.466120 1.274245 0.00 0.00 0.00
H -3.185579 -1.102381 0.249124 0.07 -0.01 0.05
C 0.112805 -3.386662 0.864756 -0.08 0.18 0.05
Te 0.059955 -3.321566 -1.231204 0.27 -0.40 -0.03
C -0.803678 -5.240310 -1.444577 -0.07 -0.06 -0.02
H -0.842800 -3.794915 1.188069 0.01 0.00 -0.01
H 0.184248 -2.341460 1.176001 -0.02 -0.11 0.02
H 0.946742 -3.978267 1.231052 0.06 -0.01 -0.04
H -0.088441 -5.992498 -1.115337 0.04 0.02 0.02
H -1.051728 -5.401643 -2.492804 0.00 0.03 0.02
H -1.704471 -5.272542 -0.834289 0.01 0.02 0.00
```
Positions in Å, forces in eV/Å.

Kohn-Sham gap = 7.84 eV
E_HOMO = -9.996 eV
charge = +1
relative energy (zero: lowest compared OMol25 entry of this formula, charge and spin) = 0.00 kcal/mol